(1)
Formula: C8H10ClFNO2
Source: the OMol25 dataset
Level of theory: ωB97M-V with the def2-TZVPD basis set

Each line ends with the Löwdin charge.
Positions of all 23 atoms, in Å:
C 1.428 -1.543 0.022  0.026
C 1.421 -1.543 1.367  -0.037
C -0.141 0.329 0.018  -0.009
C 0.675 -0.521 -0.627  -0.314
C -0.441 0.083 1.456  -0.266
C 0.798 -0.484 2.193  -0.317
C -0.936 1.471 2.142  -0.049
C 0.271 0.457 -2.808  -0.160
N -1.648 0.007 -2.763  -0.418
O -1.752 -1.187 -2.776  -0.213
O 0.970 -0.395 -1.948  -0.070
F 1.708 0.558 2.484  -0.028
Cl -2.005 0.774 -4.660  -0.019
H 1.985 -2.092 -0.743  0.130
H 2.139 -2.016 2.018  0.097
H -0.887 0.698 -0.651  0.093
H -1.091 -0.734 1.637  0.126
H 0.498 -1.016 3.131  0.145
H -0.125 2.264 2.076  0.090
H -1.285 1.260 3.150  0.053
H -1.793 1.956 1.660  0.060
H 0.278 0.236 -3.849  0.015
H -0.067 1.437 -2.528  0.065

Computed properties:
Gap between HOMO and LUMO (spin up / spin down) ... 5.893 / 5.894 eV
Net charge ... -1
Spin multiplicity ... 1

(2)
Formula: C8H10ClN3
Source: the OMol25 dataset
Level of theory: ωB97M-V with the def2-TZVPD basis set

Each line ends with the Löwdin charge.
Positions of all 22 atoms, in Å:
C -0.620 0.743 -1.900  -0.242
C 0.707 -1.310 -0.250  -0.337
C -1.809 -0.496 0.206  -0.583
C -0.418 -2.062 -0.827  -0.146
C -0.084 0.828 -0.597  -0.309
C 1.657 -2.210 0.580  0.015
C 0.444 2.346 1.277  -0.081
C -0.146 2.245 -0.105  -0.200
N -1.112 0.632 -2.928  0.171
N 0.853 -0.063 -0.125  0.136
N -1.491 -1.616 0.022  0.040
Cl -2.918 0.367 1.197  0.688
H -0.696 -1.779 -1.858  0.125
H -0.437 -3.196 -0.777  0.146
H 0.890 -2.512 1.315  0.104
H 2.445 -1.620 0.928  0.065
H 1.873 -2.954 -0.047  0.027
H 1.491 2.529 1.241  0.076
H 0.192 1.483 1.843  0.068
H 0.069 3.179 1.676  0.029
H 0.289 2.875 -0.802  0.096
H -1.180 2.591 -0.070  0.113

Computed properties:
Energy above the lowest of the compared OMol25 structures with the same formula, charge and spin ... 353.2 kJ/mol
Gap between HOMO and LUMO (spin up / spin down) ... 7.631 / 7.629 eV
Net charge ... 0
Spin multiplicity ... 1